No. 1
{"formula": "C5H14N4", "method": "the ωB97M-V functional and the def2-TZVPD basis", "energy_ha": -417.74178, "total_charge": 0, "relative_energy_kcal_mol": 117.2, "gap_ev": 9.09, "max_force_ev_per_a": 1.34, "species": ["C", "N", "H", "H", "C", "N", "H", "H", "H", "H", "H", "H", "C", "H", "H", "N", "H", "C", "H", "N", "H", "C", "H"], "xyz": [[1.03830, -1.60190, -1.46588], [1.05021, 1.89607, 0.40449], [-1.81269, -2.49871, 0.13049], [-0.39228, 2.35298, 2.61781], [-0.26808, 1.55325, 0.62890], [0.67371, -1.56031, 0.95675], [2.11912, -1.55941, -1.41917], [0.54011, -1.39604, -2.40205], [-1.68364, -0.77993, -0.37809], [-1.74791, -2.02662, -1.61557], [1.70205, 1.67553, 1.14170], [1.33012, 2.60507, -1.43497], [-1.39567, -1.81298, -0.60270], [-0.17819, -2.51384, -1.07355], [1.41776, 0.94653, -1.32631], [1.64448, 1.82749, -0.86611], [-0.02289, 0.62530, 2.54081], [0.31077, -1.55624, -0.26718], [-0.80187, 1.54715, -1.20242], [-1.17006, 1.38934, -0.26399], [-1.67126, 1.20031, 2.18852], [-0.61261, 1.42428, 2.08731], [-0.06949, -1.73729, 1.62121]], "forces_ev_per_a": [[-0.6, -0.3, 0.2], [0.0, 0.0, -0.1], [0.1, 0.0, -0.1], [0.0, 0.0, 0.0], [0.0, 0.0, -0.1], [0.2, 0.1, -0.1], [0.0, -0.2, -0.1], [0.0, 0.1, 0.0], [-0.1, -0.1, 0.0], [0.1, -0.1, 0.0], [-0.1, 0.0, 0.0], [0.0, -0.1, 0.0], [0.5, 0.7, 0.5], [1.2, -0.1, -0.6], [-0.1, 0.1, 0.1], [-0.1, 0.0, 0.1], [0.0, 0.0, 0.0], [-1.3, -0.3, 0.2], [0.1, -0.1, 0.1], [0.1, 0.2, 0.1], [0.0, 0.0, 0.0], [0.1, 0.0, 0.0], [-0.1, 0.1, -0.1]], "mulliken_charge": [-1.5689, -0.0283, 0.3140, 0.3963, 0.8494, -0.9220, 0.3680, 0.3710, 0.4921, 0.4487, 0.2904, 0.2665, -1.3998, 0.3661, 0.2704, -0.7658, 0.3702, 1.2967, 0.2459, -0.8145, 0.3177, -1.3819, 0.2179]}

---

No. 2
{"formula": "C5H14N4", "method": "the ωB97M-V functional and the def2-TZVPD basis", "energy_ha": -417.00033, "total_charge": 2, "relative_energy_kcal_mol": 207.8, "gap_ev": [6.22, 8.38], "max_force_ev_per_a": 5.10, "species": ["C", "H", "C", "N", "H", "H", "H", "H", "H", "C", "C", "H", "H", "N", "H", "N", "N", "H", "H", "H", "H", "H", "C"], "xyz": [[0.83409, -2.78565, -0.49710], [1.94365, -2.72524, -0.28628], [-0.25337, 3.44399, -1.80486], [-0.51015, 2.27844, -1.12790], [-0.81865, -2.65085, 0.89913], [0.40025, -2.40280, -1.38221], [0.05534, 0.31293, 2.68689], [1.83059, 0.07379, 1.33376], [0.64083, -3.80167, -0.57385], [-1.20464, 0.04750, -0.78516], [1.13478, 0.02330, 0.50836], [-0.62711, -1.32557, 2.79042], [-1.23302, 3.99091, -2.28600], [-0.99069, 1.21493, -1.00264], [0.46714, 3.35364, -2.59829], [0.09463, -0.91152, 0.90154], [0.03477, -2.18103, 0.63224], [0.16551, 4.32630, -1.11331], [1.61850, -0.24673, -0.50258], [-2.11715, -0.29963, -0.33944], [-1.59781, -0.21334, 1.92858], [0.63845, 0.93306, 0.48938], [-0.50593, -0.45475, 2.12934]], "forces_ev_per_a": [[0.9, 1.3, 2.0], [-1.3, 0.6, -0.6], [-0.5, 5.0, -0.8], [-0.9, -0.7, 1.5], [-0.2, -0.1, 0.5], [0.3, 1.0, -1.3], [-0.3, -0.2, -0.8], [0.7, -0.1, 0.0], [-0.7, -2.1, 0.5], [-0.9, -0.8, 0.1], [2.3, -2.3, -1.8], [0.4, 0.2, 0.0], [1.8, -1.7, 1.2], [0.8, 1.3, -0.9], [0.2, -0.5, -0.5], [0.0, 0.6, -0.3], [1.6, -0.7, -1.3], [-1.0, -2.2, -1.0], [-0.7, 0.5, 1.8], [-0.3, -0.4, 0.0], [1.3, 0.5, 0.3], [-0.4, 1.8, -0.1], [-3.1, -1.0, 1.5]], "mulliken_charge": [-0.8846, 0.3508, -0.6335, -0.3307, 0.3325, 0.4154, 0.3335, 0.3825, 0.3763, -0.2462, -1.1788, 0.4010, 0.3387, 0.6399, 0.3669, 0.3830, -0.2791, 0.2963, 0.4131, 0.3541, 0.3229, 0.6439, -0.7980]}

---

No. 3
{"formula": "C5H14N4O3S", "method": "the ωB97M-V functional and the def2-TZVPD basis", "energy_ha": -1041.78357, "total_charge": 0, "relative_energy_kcal_mol": 26.2, "gap_ev": 9.53, "max_force_ev_per_a": 4.70, "species": ["S", "C", "C", "H", "H", "H", "H", "N", "O", "H", "H", "N", "H", "C", "H", "H", "O", "H", "C", "H", "O", "H", "N", "N", "C", "H", "H"], "xyz": [[2.04552, -1.93744, 1.27734], [-1.03669, -1.69342, -1.39147], [2.26452, -0.48146, -1.10344], [-2.37330, -0.31322, 0.34554], [2.39024, 0.63159, -2.85754], [4.10159, -1.11458, 0.72052], [0.64901, 1.64813, 0.34871], [1.40880, -1.02313, -0.14748], [1.99504, -3.32899, 0.89476], [-0.36104, 0.97520, 1.72800], [0.70902, 0.41062, -2.21188], [-0.73101, -0.44834, -0.75206], [-1.78691, -1.52301, -2.14787], [0.21144, -0.50017, 0.34212], [-2.67093, 0.45433, -1.26761], [-0.06017, -1.15733, 1.19981], [3.47178, -0.69749, -1.18335], [2.45743, 0.49835, 1.31321], [-1.94572, 0.34112, -0.45590], [-1.30687, -2.42030, -0.71128], [3.59098, -1.29304, 1.47406], [-1.64725, 1.31335, -0.21071], [1.80828, 0.42353, -2.04291], [1.64536, 0.64146, 1.91619], [0.49435, 0.84865, 1.10438], [-0.07994, -2.04296, -1.86486], [1.81660, 1.36392, 2.58094]], "forces_ev_per_a": [[1.1, -0.2, 0.3], [2.5, 0.8, -1.6], [1.1, 1.3, -1.5], [-0.7, 1.4, 0.0], [-0.1, -0.5, 0.8], [1.0, 0.1, -2.6], [-0.5, -0.1, 0.4], [3.2, -1.3, 0.0], [0.8, 0.2, -0.4], [-0.7, 0.8, 0.4], [3.1, 0.1, 0.6], [-0.5, 2.2, -0.8], [-0.2, -0.1, -0.2], [-1.3, 1.6, 0.4], [0.4, -0.5, -0.2], [-0.6, -0.2, -0.5], [0.0, -1.1, 1.2], [-0.1, 0.5, 0.7], [0.2, -2.8, 0.5], [-1.0, -1.9, 1.5], [-2.4, -1.4, 1.9], [0.2, 1.3, 1.0], [-4.7, -0.2, -0.2], [0.6, -0.4, -0.4], [-0.4, -0.2, -1.8], [-1.0, 0.0, 0.1], [0.1, 0.5, 0.3]], "mulliken_charge": [0.7948, -1.1165, 0.4745, 0.4027, 0.2778, 0.3493, 0.3203, -0.0080, -0.5838, 0.6075, 0.2937, 0.0571, 0.4080, -0.2202, 0.2816, 0.6416, -0.7381, 0.1075, -1.0699, 0.3939, -0.4784, 0.3098, -0.3900, -0.4221, -1.2099, 0.2689, 0.2479]}

---

No. 4
{"formula": "C5H14NO", "method": "the ωB97M-V functional and the def2-TZVPD basis", "s_squared": 0.751, "energy_ha": -328.71069, "multiplicity": 2, "total_charge": -2, "relative_energy_kcal_mol": 11.2, "gap_ev": [2.25, 6.64], "max_force_ev_per_a": 1.26, "species": ["H", "H", "N", "H", "H", "H", "C", "H", "H", "H", "H", "H", "H", "O", "H", "C", "C", "C", "C", "H", "H"], "xyz": [[1.61554, -0.93979, 3.27360], [-0.03704, -1.41976, 3.83258], [-0.36472, 1.46837, -2.62455], [0.28046, 1.60423, -3.39654], [-1.08994, 0.88307, -0.20112], [1.42916, 0.27865, -0.88412], [-1.35319, 0.05961, -0.88082], [0.64326, 0.19503, 4.17346], [0.56484, 0.70692, 1.69844], [-2.39706, 0.19690, -1.18363], [-1.15379, -0.84290, -0.27685], [-1.03402, 0.16286, 2.20883], [1.67445, -0.34522, -2.57046], [0.09984, -1.25689, 1.17500], [-0.33665, 2.20347, -1.93464], [0.57499, -0.60700, 3.42838], [1.01324, -0.33014, -1.69475], [-0.39832, 0.11745, -2.07089], [0.01209, -0.23720, 2.02450], [-0.74113, -0.56766, -2.85531], [0.99800, -1.32999, -1.24110]], "forces_ev_per_a": [[-0.3, -0.2, 0.1], [0.2, -0.1, 0.0], [-1.1, -0.1, -0.5], [0.2, 0.1, 0.1], [-0.1, -0.1, -0.1], [0.0, 0.2, -0.3], [0.3, 0.1, 0.0], [-0.3, 0.3, 0.0], [0.0, -0.3, 0.1], [0.0, -0.1, -0.1], [-0.3, 0.2, -0.3], [0.0, -0.1, 0.0], [-0.1, 0.2, 0.0], [0.1, -0.3, 0.5], [0.4, 0.0, 0.0], [0.5, -0.1, -0.2], [0.1, -0.7, 0.7], [0.6, 0.5, -0.1], [0.2, 0.4, 0.3], [-0.2, 0.1, 0.1], [-0.1, -0.1, -0.2]], "lowdin_spin": [0.0009, 0.0002, 0.1407, 0.1820, 0.0078, 0.0193, 0.0379, 0.0009, 0.0058, 0.0175, 0.0010, 0.0011, 0.1005, 0.0073, 0.0804, 0.0036, 0.1675, 0.1489, 0.0093, 0.0564, 0.0109]}

---

No. 5
{"formula": "C5H14NO", "method": "the ωB97M-V functional and the def2-TZVPD basis", "s_squared": 0.754, "energy_ha": -328.75911, "multiplicity": 2, "total_charge": 0, "relative_energy_kcal_mol": 49.0, "gap_ev": [3.78, 7.40], "max_force_ev_per_a": 1.45, "species": ["H", "H", "C", "H", "H", "H", "C", "H", "H", "H", "O", "C", "C", "N", "H", "H", "H", "C", "H", "H", "H"], "xyz": [[-1.31188, -1.30861, -0.66963], [0.22056, -1.91039, -1.30850], [-1.12780, 1.13191, -1.91249], [-0.65930, 2.11408, -1.91330], [-0.23116, -1.38279, 1.52003], [-1.98335, 0.17767, 1.45949], [0.06649, -0.41325, 1.96374], [-1.12354, 1.33128, 2.52807], [0.33787, 0.32192, -0.70599], [0.13114, -0.58744, 3.04483], [1.89142, -0.28492, 0.30280], [-0.63523, -1.27512, -1.51843], [-1.01367, 0.65429, 1.67688], [-0.08295, 0.10354, -1.63530], [-1.09343, -1.54784, -2.46463], [2.07346, 0.54356, 2.19082], [-1.83989, 1.05368, -1.09477], [1.43628, -0.02657, 1.49344], [0.68187, 0.14312, -2.30367], [-0.72836, 1.33742, 0.86988], [-1.58918, 0.93356, -2.87418]], "forces_ev_per_a": [[-0.1, 0.1, -0.1], [-0.1, -0.1, 0.1], [0.4, -0.2, 0.0], [-0.1, 0.0, 0.0], [0.1, 0.2, 0.0], [0.0, 0.3, 0.0], [0.5, 0.0, -0.1], [-0.2, -0.2, 0.0], [1.1, -0.5, 0.2], [-0.2, 0.1, -0.1], [-0.9, 0.1, -1.1], [0.8, 0.1, -0.2], [-0.2, 0.0, 0.2], [-0.9, 0.4, 0.5], [-0.2, 0.0, 0.1], [-0.2, -0.2, 0.0], [-0.1, 0.1, -0.2], [0.4, 0.3, 0.8], [0.1, -0.1, 0.1], [0.0, -0.3, -0.2], [-0.1, 0.0, 0.0]], "lowdin_spin": [0.0033, 0.0011, 0.0023, 0.0007, 0.0121, 0.0113, 0.0865, 0.0033, 0.0016, 0.0118, 0.2919, 0.0033, 0.0533, 0.0015, 0.0007, 0.0401, 0.0023, 0.4647, 0.0019, 0.0057, 0.0006]}